No. 1
# C4H6NP

A single C4H6NP molecule in a non-equilibrium geometry (ωB97M-V with the def2-TZVPD basis set, the OMol25 dataset).

Computed properties:
Max |F|, eV Å⁻¹: 2.441
Energy relative to the best compared isomer or geometry (same formula, charge and spin), kcal/mol: 42.3
Spin multiplicity: 1
Kohn-Sham gap, eV: 9.03
SMILES: N=C=PC1CC1

Cartesian coordinates (Å):
1 N -1.7110 1.0763 -3.1464
2 C -1.2908 0.1598 -2.4576
3 P -0.6366 -1.1894 -1.7035
4 C 0.2766 -0.1868 -0.4157
5 C 1.0322 -0.9143 0.6223
6 C -0.1575 -0.0283 0.9885
7 H -2.5676 1.6289 -2.9242
8 H 0.8243 0.7142 -0.7807
9 H 0.7945 -1.9038 0.8258
10 H 2.1373 -0.7138 0.7199
11 H -0.1326 0.9563 1.3571
12 H -0.9969 -0.5361 1.2886

***

No. 2
# C38H62Cl12F5N3O2

A 7-piece molecular cluster, C38H62Cl12F5N3O2 overall in a non-equilibrium geometry (ωB97M-V with the def2-TZVPD basis set, the OMol25 dataset).

Computed properties:
Max |F|, eV Å⁻¹: 1.738
Spin multiplicity: 1
Kohn-Sham gap, eV: 8.48
SMILES: CCCCc1c(CCC)c(CCCCN)c(COC)c2nc(O)c(CCCC(F)(F)C(F)(F)F)nc12.ClCCCl.ClCCCl.ClCCCl.ClCCCl.ClCCCl.ClCCCl

Cartesian coordinates (Å):
1 C 1.4863 -4.3132 3.3709
2 C 1.3583 -2.7923 3.2128
3 C -0.0378 -2.3877 2.7228
4 C -0.1003 -0.8456 2.5499
5 C 0.3359 -0.4267 1.1635
6 C 1.4116 0.3520 0.8905
7 C 2.3011 0.9185 1.9803
8 C 3.6082 0.0864 2.1958
9 C 3.8930 0.0181 3.6971
10 C 1.7362 0.6747 -0.4687
11 C 2.9630 1.5192 -0.7366
12 C 2.6914 3.0282 -0.6683
13 C 3.8959 3.7888 -1.2794
14 C 4.6231 4.6223 -0.2317
15 N 5.1034 3.7906 0.8876
16 C 0.9498 0.2220 -1.4750
17 C 1.2714 0.5749 -2.9146
18 O 1.2637 1.9695 -3.1699
19 C -0.0453 2.5139 -3.1641
20 C -0.1837 -0.5605 -1.2108
21 N -0.9500 -0.9856 -2.2661
22 C -1.9847 -1.6709 -1.9175
23 O -2.8321 -2.1174 -2.9303
24 C -2.3374 -1.9876 -0.5942
25 C -3.5924 -2.7580 -0.2919
26 C -4.8141 -1.8188 -0.0743
27 C -4.4090 -0.4497 0.4664
28 C -5.5914 0.3751 0.9942
29 F -5.5801 0.3255 2.3518
30 F -6.7713 -0.0356 0.5163
31 C -5.3713 1.8676 0.6656
32 F -6.2425 2.6617 1.2884
33 F -5.4228 2.0839 -0.6483
34 F -4.1420 2.2264 1.0877
35 N -1.5893 -1.6172 0.4057
36 C -0.4760 -0.8795 0.1030
37 H 0.5583 -4.8405 3.1669
38 H 2.2887 -4.7121 2.7550
39 H 1.7577 -4.5338 4.4051
40 H 2.0425 -2.4590 2.4361
41 H 1.5569 -2.2382 4.1265
42 H -0.8221 -2.7511 3.3873
43 H -0.1673 -2.8824 1.7647
44 H 0.5374 -0.4326 3.3193
45 H -1.1067 -0.4776 2.7499
46 H 1.7898 1.0038 2.9316
47 H 2.5377 1.9348 1.6775
48 H 3.4353 -0.8911 1.7582
49 H 4.4206 0.6213 1.7091
50 H 4.8429 -0.4542 3.9220
51 H 3.1040 -0.5453 4.1907
52 H 3.8339 1.0275 4.0833
53 H 3.6865 1.3065 0.0445
54 H 3.4074 1.2388 -1.6833
55 H 1.8121 3.2994 -1.2336
56 H 2.5480 3.3461 0.3622
57 H 3.5606 4.4292 -2.0916
58 H 4.6329 3.0844 -1.6569
59 H 4.0181 5.4759 0.0874
60 H 5.5005 5.0481 -0.7223
61 H 5.9553 4.2073 1.2364
62 H 4.4123 3.8107 1.6269
63 H 0.5787 0.0852 -3.5976
64 H 2.2615 0.2130 -3.1827
65 H -0.3703 2.6490 -4.1980
66 H 0.0020 3.5009 -2.7033
67 H -0.7564 1.9100 -2.6007
68 H -3.3882 -1.3563 -3.1337
69 H -3.4207 -3.3506 0.6021
70 H -3.7791 -3.4535 -1.1049
71 H -5.5099 -2.3207 0.5898
72 H -5.2456 -1.6682 -1.0628
73 H -3.8870 0.1464 -0.2767
74 H -3.7307 -0.5891 1.3043
75 Cl 5.8379 2.3693 5.3114
76 C 6.2255 1.5956 6.8708
77 C 7.3880 0.6397 6.7735
78 Cl 7.0029 -0.8170 5.8245
79 H 5.3269 1.0986 7.2288
80 H 6.4764 2.3969 7.5642
81 H 7.6637 0.3005 7.7708
82 H 8.2539 1.1144 6.3187
83 Cl 1.6020 2.5806 5.4440
84 C -0.1164 2.5458 4.9706
85 C -0.9500 1.7271 5.9215
86 Cl -0.5894 -0.0173 5.8232
87 H -0.1788 2.1647 3.9521
88 H -0.4657 3.5760 4.9722
89 H -2.0047 1.8404 5.6745
90 H -0.8023 2.0442 6.9507
91 Cl -1.2392 -2.4833 -7.6532
92 C -2.7366 -2.7711 -6.7317
93 C -3.9311 -2.1077 -7.3658
94 Cl -3.8526 -0.3272 -7.2583
95 H -2.5762 -2.4210 -5.7139
96 H -2.8891 -3.8491 -6.7041
97 H -4.8369 -2.4152 -6.8435
98 H -4.0287 -2.3784 -8.4183
99 Cl -0.3301 5.1569 0.2806
100 C -1.7575 4.5659 1.1668
101 C -2.2617 5.5775 2.1631
102 Cl -1.1256 5.8096 3.5202
103 H -1.4891 3.6282 1.6487
104 H -2.5305 4.3638 0.4281
105 H -3.2028 5.2356 2.5914
106 H -2.4274 6.5462 1.6988
107 Cl 3.3726 -5.9887 1.2629
108 C 3.2964 -6.4687 -0.4521
109 C 3.8514 -5.3995 -1.3582
110 Cl 2.8202 -3.9447 -1.3872
111 H 2.2601 -6.6938 -0.6913
112 H 3.8807 -7.3818 -0.5567
113 H 3.9030 -5.7739 -2.3794
114 H 4.8492 -5.0967 -1.0506
115 Cl -6.6943 -0.3804 -10.9931
116 C -7.6265 -1.7430 -10.3272
117 C -6.8374 -2.5252 -9.3092
118 Cl -5.4796 -3.4127 -10.0513
119 H -7.9412 -2.3727 -11.1554
120 H -8.5135 -1.3225 -9.8557
121 H -7.4794 -3.2665 -8.8354
122 H -6.4331 -1.8741 -8.5378

***

Question: Look up the max |F| of the first one.
Answer: 2.441 eV Å⁻¹

***

Question: Look up the Kohn-Sham gap of the second one.
Answer: 8.48 eV

***

Question: Look up the Kohn-Sham gap of the first one.
Answer: 9.03 eV

***

Question: What is the formula in the second record?
Answer: C38H62Cl12F5N3O2